#w
C34H51BiClFN9O4S | ωB97M-V/def2-TZVPD

Its total charge is +1. For the molar mass, the calculation gives 945.339 g/mol. As for the HOMO-LUMO gap: 0.248 Eh. The calculation puts the HOMO energy at -9.97 eV.

Atoms and positions in Å:
Bi 0.8315 0.3421 0.5736
C 1.9167 -6.3226 3.4756
C 3.2162 -5.5394 3.5290
N 3.2347 -4.4202 2.5854
C 2.9790 -3.1793 3.0394
C 2.8264 -2.0665 2.2674
C 2.5234 -0.7841 3.0124
O 2.6352 -0.7716 4.2168
O 2.2055 0.2477 2.2905
C 2.9456 -2.1921 0.8511
O 2.6876 -1.3058 0.0165
C 3.3656 -3.5120 0.3740
C 3.5977 -3.6894 -0.9901
C 3.8492 -4.9369 -1.4731
F 4.0110 -5.1001 -2.8156
C 3.8871 -6.0678 -0.6486
C 3.7106 -5.8854 0.7084
C 3.4369 -4.6156 1.2329
N 4.0595 -7.3784 -1.1413
C 4.8677 -7.6867 -2.2937
C 4.0503 -7.8894 -3.5646
N 2.9678 -8.9059 -3.2867
C 2.1127 -8.5039 -2.1109
C 3.0206 -8.3439 -0.8994
H 1.9360 -7.1242 4.2112
H 1.7453 -6.7626 2.4945
H 1.0720 -5.6729 3.6998
H 4.0903 -6.1675 3.3440
H 3.3540 -5.1040 4.5179
H 2.8530 -3.0713 4.1091
H 3.5138 -2.8403 -1.6513
H 3.7912 -6.7449 1.3550
H 5.4279 -8.6082 -2.0850
H 5.6024 -6.9033 -2.4703
H 4.6471 -8.2749 -4.3904
H 3.5320 -6.9821 -3.8653
H 3.3997 -9.8146 -3.0886
H 2.3884 -9.0357 -4.1187
H 1.3557 -9.2766 -1.9836
H 1.6409 -7.5588 -2.3866
H 3.4645 -9.3156 -0.6465
H 2.4104 -8.0404 -0.0497
N 2.8725 1.8973 0.3126
C 3.4154 2.4470 -0.9357
C 3.1093 3.9303 -1.1283
C 1.7785 4.3308 -1.7613
C 0.4934 3.9768 -1.0115
N 0.0526 2.6003 -1.2808
H 2.7341 2.6236 1.0081
H 3.5046 1.2316 0.7440
H 3.0255 1.8657 -1.7756
H 4.5026 2.3187 -0.9381
H 3.9033 4.3421 -1.7568
H 3.2207 4.4394 -0.1650
H 1.7189 3.9259 -2.7779
H 1.8018 5.4159 -1.8888
H -0.2872 4.6948 -1.2938
H 0.6330 4.0827 0.0674
H -0.0241 2.4840 -2.2879
H -0.8937 2.4619 -0.9224
Cl -0.4271 -1.5245 1.8262
N -0.3726 -0.8097 -2.3564
C -0.0453 -2.1526 -2.3093
C 0.9878 -2.6584 -3.1015
C 1.2681 -4.0131 -3.1034
C 0.5512 -4.8896 -2.3008
C -0.4641 -4.3847 -1.4980
C -0.7667 -3.0367 -1.5039
H 0.3882 -0.1807 -2.5565
H -1.0110 -0.4567 -1.6543
H 1.5431 -1.9852 -3.7433
H 2.0541 -4.3819 -3.7507
H 0.7657 -5.9515 -2.3064
H -1.0292 -5.0463 -0.8555
H -1.5434 -2.6539 -0.8589
N 0.0462 2.0406 1.7675
C -0.0679 2.6180 2.7903
N -0.1102 3.3090 3.8182
C -1.1752 3.7011 4.4751
N -2.0872 4.0912 5.0604
C -5.4723 -0.9888 -2.3536
C -4.2249 -0.8142 -1.4994
C -4.3569 0.3671 -0.5497
S -2.9628 0.4117 0.5764
O -1.7552 0.7117 -0.2997
C -3.3114 1.9271 1.5073
C -2.7614 3.2166 0.9108
C -3.4654 3.7179 -0.3403
H -5.3383 -1.7873 -3.0801
H -5.7018 -0.0767 -2.9046
H -6.3393 -1.2339 -1.7415
H -3.3557 -0.6605 -2.1405
H -4.0355 -1.7218 -0.9204
H -5.2477 0.2731 0.0756
H -4.4054 1.3139 -1.0851
H -2.8843 1.7485 2.4936
H -4.3977 1.9552 1.6190
H -1.6983 3.0797 0.7159
H -2.8240 3.9655 1.7038
H -3.2160 3.1144 -1.2127
H -3.1653 4.7410 -0.5608
H -4.5498 3.7132 -0.2227

***

#x
C34H51BiClFN9O4S | ωB97M-V/def2-TZVPD

Its total charge is +1. For the molar mass, the calculation gives 945.339 g/mol. As for the HOMO-LUMO gap: 0.231 Eh. The calculation puts the HOMO energy at -9.44 eV.

Atoms and positions in Å:
Bi 0.8792 -2.0887 -0.1169
C 4.9702 4.9549 -1.5931
C 3.7820 4.4980 -2.4314
N 2.9825 3.4781 -1.7534
C 3.1675 2.1804 -2.0858
C 2.5093 1.1171 -1.5481
C 2.8031 -0.2290 -2.1956
O 3.5039 -0.2223 -3.1925
O 2.2951 -1.2965 -1.6787
C 1.5452 1.3529 -0.5180
O 0.8964 0.4873 0.0830
C 1.3174 2.7660 -0.1883
C 0.3186 3.0826 0.7300
C 0.0143 4.3821 1.0114
F -1.0102 4.6202 1.8574
C 0.7141 5.4484 0.4259
C 1.7333 5.1261 -0.4602
C 2.0265 3.8015 -0.8073
N 0.4574 6.8070 0.7309
C -0.5095 7.1702 1.7684
C -0.4225 8.6853 1.9996
N 0.9708 9.1129 1.6601
C 1.1852 9.0401 0.1746
C 0.4585 7.7910 -0.3398
H 5.5123 5.7458 -2.1109
H 5.6521 4.1209 -1.4304
H 4.6513 5.3260 -0.6183
H 4.1392 4.0583 -3.3601
H 3.1388 5.3351 -2.7043
H 3.8969 1.9743 -2.8592
H -0.2327 2.2831 1.2071
H 2.3248 5.9229 -0.8869
H -0.2557 6.6400 2.6839
H -1.5396 6.9116 1.5088
H -0.6466 8.9299 3.0348
H -1.1030 9.2409 1.3580
H 1.6038 8.4426 2.1030
H 1.1783 10.0450 2.0160
H 2.2572 8.9842 -0.0035
H 0.7957 9.9481 -0.2821
H 0.9648 7.4136 -1.2210
H -0.5669 8.0385 -0.6413
N -2.0984 -1.7634 -2.4708
C -2.3760 -0.3516 -2.7717
C -1.8717 0.5828 -1.6816
C -2.7216 0.6748 -0.4051
C -2.4054 -0.3405 0.6838
N -2.9031 -1.6797 0.3533
H -2.6486 -2.3482 -3.0888
H -2.4103 -1.9584 -1.5179
H -3.4471 -0.1585 -2.9275
H -1.8654 -0.1000 -3.7046
H -1.8399 1.5825 -2.1239
H -0.8461 0.3067 -1.4200
H -3.7828 0.6006 -0.6681
H -2.5743 1.6665 0.0318
H -2.8135 0.0282 1.6328
H -1.3316 -0.4179 0.8205
H -3.9073 -1.7204 0.4798
H -2.4814 -2.3786 0.9547
Cl 2.6037 -3.8174 -0.0077
N 0.3405 -3.3541 -2.4992
C 0.0100 -4.7156 -2.5631
C 0.9938 -5.7004 -2.5126
C 0.6314 -7.0364 -2.4566
C -0.7057 -7.4127 -2.4678
C -1.6850 -6.4340 -2.5685
C -1.3307 -5.0959 -2.6143
H 1.2515 -3.0963 -2.8585
H -0.4156 -2.7250 -2.7519
H 2.0366 -5.4102 -2.5096
H 1.4035 -7.7937 -2.4086
H -0.9813 -8.4584 -2.4328
H -2.7305 -6.7142 -2.6046
H -2.0951 -4.3284 -2.6781
N 1.6500 -1.4746 1.8549
C 1.4927 -0.6569 2.6886
N 1.3679 0.1728 3.6083
C 0.6703 1.2674 3.7436
N 0.0792 2.2511 3.9021
C -4.4961 -6.1534 1.2378
C -3.2685 -5.2641 1.0567
C -2.0165 -5.9375 1.6076
S -0.5246 -5.2571 0.8337
O -0.5583 -3.7728 1.1769
C 0.7219 -6.0213 1.9402
C 1.0978 -5.1578 3.1416
C 0.2180 -5.3601 4.3743
H -5.4028 -5.6400 0.9195
H -4.6164 -6.4448 2.2826
H -4.3975 -7.0642 0.6451
H -3.4192 -4.3148 1.5724
H -3.1298 -5.0382 -0.0049
H -1.9928 -6.9975 1.3395
H -1.9444 -5.8316 2.6881
H 1.5862 -6.1620 1.2929
H 0.3233 -6.9980 2.2192
H 1.0596 -4.1098 2.8397
H 2.1371 -5.3783 3.3872
H -0.7628 -4.9016 4.2449
H 0.6797 -4.8923 5.2435
H 0.0840 -6.4210 4.5955

***

Which of them is the most stable, and which is the least stable? #w and #x, in that order.

***

#w
C2H4S3 | ωB97M-V/def2-TZVPD

For the molar mass, the calculation gives 124.255 g/mol. As for the HOMO-LUMO gap (alpha / beta): 0.255 / 0.255 Eh. The calculation puts the HOMO energy (alpha / beta) at -7.83 / -7.83 eV.

Atoms and positions in Å:
C -0.0605 -0.4851 -0.2923
C 0.2928 0.7406 0.4661
S -1.6188 -0.6421 -0.9991
S -2.5520 0.9332 -0.2981
S 0.8330 -1.9059 -0.7924
H 1.1690 0.5061 1.1937
H -0.7062 0.9871 0.8681
H 0.6652 1.5896 -0.0060
H 1.9776 -1.7235 -0.1399

***

#x
C2H4S3 | ωB97M-V/def2-TZVPD

For the molar mass, the calculation gives 124.255 g/mol. As for the HOMO-LUMO gap (alpha / beta): 0.261 / 0.271 Eh. The calculation puts the HOMO energy (alpha / beta) at -7.01 / -7.29 eV.

Atoms and positions in Å:
C 0.0387 -1.6996 0.4718
C -0.1248 0.6897 -0.5497
S -0.9360 -0.8744 -0.4815
S -1.0215 1.9715 -1.3792
S 1.1270 1.0846 0.5679
H 0.1979 -2.8800 0.4198
H 0.6265 -1.3551 1.2236
H -1.5871 1.1864 -2.2279
H 1.2987 2.5112 0.1976

***

#y
C2H4S3 | ωB97M-V/def2-TZVPD

For the molar mass, the calculation gives 124.255 g/mol. As for the HOMO-LUMO gap: 0.294 Eh. The calculation puts the HOMO energy at -9.05 eV.

Atoms and positions in Å:
S -2.3341 -0.5825 -0.5743
C -0.7996 -0.0640 0.0101
S -0.2316 1.6538 -0.1915
C 0.3083 -0.9709 0.4530
S 2.0028 -0.4105 -0.6404
H -1.4811 1.9289 -0.5156
H 0.4815 -0.4663 1.4621
H 0.2972 -2.1963 0.4719
H 1.7566 1.1079 -0.4752

***

Which of them is the most stable, and which is the least stable? #w and #x, in that order.